64
Properties=species:S:1:pos:R:3:forces:R:3:mulliken_charge:R:1 method="wB97M-V/def2-TZVPD" orbital_gap_ev="6.1 / 6.2" relative_energy_kcal_mol=0.0 s_squared=0.75 max_force_ev_per_a=0.8 multiplicity=2 charge=-1 total_energy_ev=-109060.0346
Ti 0.901752 1.152456 0.477516 0.3 -0.2 0.7 0.61
O 2.248928 1.928241 4.179698 0.0 0.0 0.0 -0.67
C 2.036084 1.625725 3.027491 0.2 -0.1 0.1 0.63
O 0.879984 1.569756 2.440503 0.1 -0.1 -0.2 -0.56
C 3.221547 1.330740 2.034090 -0.1 0.1 0.1 0.67
O 4.369850 1.551290 2.318883 0.0 -0.1 0.0 -0.66
O 2.788057 0.881977 0.873420 -0.2 0.4 -0.1 -0.54
C 1.442926 -0.920241 -2.562998 0.0 -0.1 0.0 -0.87
C 1.459385 0.557914 -2.723572 0.1 0.0 0.1 0.48
N 1.358424 1.409574 -1.741275 -0.1 -0.2 0.0 0.45
C 1.422943 2.717578 -2.178139 0.0 0.0 -0.1 -0.24
C 1.574733 2.852345 -3.519419 0.0 0.0 0.1 -0.36
S 1.641669 1.309561 -4.252228 0.0 0.0 0.0 -0.26
C 1.294521 3.779217 -1.183024 0.0 0.1 0.0 -0.25
C 1.217130 5.109228 -1.436067 0.0 -0.1 0.0 -0.52
S 0.979717 5.944128 0.028047 0.0 0.1 0.0 -0.22
C 1.010701 4.476193 0.903670 0.0 -0.2 0.1 0.68
N 1.192452 3.423909 0.145789 -0.1 0.1 -0.2 0.60
C 0.797043 4.493542 2.376668 0.0 0.0 0.0 -1.22
H 1.408501 -1.177316 -1.503152 0.0 0.0 0.0 -0.14
H 2.326999 -1.369337 -3.015508 0.0 0.0 0.0 0.42
H 0.559335 -1.334116 -3.046243 0.0 -0.1 0.0 0.31
H 1.644703 3.761659 -4.090894 0.0 0.0 0.0 0.42
H 1.252637 5.609403 -2.388317 0.0 0.0 0.0 0.41
H 0.620253 5.513409 2.715595 0.0 0.0 0.0 0.49
H 1.656374 4.088705 2.908919 0.0 0.0 0.0 0.22
H -0.060780 3.872245 2.627790 0.0 0.0 0.0 0.26
C 2.001952 -7.265773 -0.623155 0.0 0.0 0.0 -1.42
C 1.592669 -5.880256 -0.199516 0.0 0.0 0.0 0.68
C 2.261279 -5.205618 0.810437 0.0 0.0 0.0 -1.12
C 1.884256 -3.931516 1.227929 0.1 0.1 -0.1 0.85
C 2.686763 -3.279520 2.320900 0.0 0.0 0.0 -1.42
C 0.787601 -3.290536 0.622357 0.1 -0.1 -0.2 -0.35
Te 0.114156 -1.444721 1.447315 -0.2 0.0 -0.1 -0.09
C 0.111105 -3.961976 -0.411237 0.0 0.0 0.1 1.25
C -1.077136 -3.383309 -1.134377 -0.1 0.0 0.1 -1.42
C 0.523366 -5.235184 -0.799667 0.0 0.0 0.0 -0.91
H 2.814851 -7.640446 -0.000617 0.0 0.0 0.0 0.34
H 2.342790 -7.282039 -1.661189 0.0 0.0 0.0 0.30
H 1.168571 -7.967226 -0.544781 0.0 0.0 0.0 0.32
H 3.106112 -5.682870 1.297820 0.0 0.0 0.0 0.21
H 3.535285 -3.908993 2.593067 0.0 0.0 0.0 0.37
H 2.079789 -3.099413 3.209601 0.0 0.0 0.0 0.33
H 3.054377 -2.300672 2.008837 0.0 0.0 0.0 0.22
H -1.575826 -2.621270 -0.537900 0.0 0.0 0.0 0.03
H -1.791364 -4.171125 -1.382175 0.0 0.0 0.0 0.47
H -0.774802 -2.920685 -2.073619 0.0 0.1 -0.1 0.21
H -0.022902 -5.739140 -1.593185 0.0 0.0 0.0 0.37
O -3.749550 5.025870 1.060020 0.0 0.0 0.0 -0.69
S -3.482743 4.210051 -0.092081 0.1 0.0 0.0 1.11
O -3.714872 4.779293 -1.392394 0.0 0.0 0.0 -0.70
N -1.970672 3.581380 -0.012678 0.0 0.0 0.0 -0.27
C -2.014523 2.280117 0.095322 0.0 0.1 -0.1 0.17
O -1.002197 1.517166 0.122489 -0.1 0.1 -0.1 0.17
C -3.381842 1.677080 0.157407 0.1 0.1 0.0 0.23
C -3.724209 0.346406 0.312129 0.0 0.0 0.0 -0.33
C -5.080330 0.040076 0.335836 0.0 0.0 0.0 -0.64
C -6.044977 1.036783 0.207986 0.0 0.0 0.0 -0.45
C -5.688742 2.374858 0.065652 0.0 -0.1 0.0 -0.54
C -4.339965 2.661546 0.049703 -0.1 0.0 0.0 0.00
H -2.952022 -0.406041 0.431504 0.0 0.0 0.0 0.35
H -5.393719 -0.988352 0.461785 0.0 0.0 0.0 0.42
H -7.093246 0.765813 0.226340 0.0 0.0 0.0 0.37
H -6.435169 3.152441 -0.023119 0.0 0.0 0.0 0.42


53
Properties=species:S:1:pos:R:3:forces:R:3:nbo_charge:R:1 method="wB97M-V/def2-TZVPD" orbital_gap_ev=2.1 max_force_ev_per_a=2.5 charge=-2 total_energy_ev=-100814.0230
C -4.467256 -5.202511 -0.625014 0.0 -0.3 -0.1 -0.61
C -3.329157 -4.228120 -0.653947 -0.2 0.1 -0.2 -0.15
C -2.599264 -4.052373 -1.837137 0.3 0.4 0.4 -0.21
C -1.578391 -3.110885 -1.905291 -0.3 -0.6 -0.3 -0.27
C -1.247837 -2.306123 -0.790424 0.6 1.0 0.1 0.07
C -0.171439 -1.350750 -0.872866 0.4 -1.0 1.8 -0.34
C 0.194686 -0.543554 0.221299 0.3 -1.0 -0.9 -0.16
C 1.495066 -0.092041 0.374397 0.4 0.4 0.5 -0.41
C 2.026567 0.451054 1.592447 -0.3 -0.1 -0.8 0.07
C 3.216981 1.231161 1.578979 -0.1 0.0 0.3 -0.25
C 3.681418 1.824150 2.738488 -0.2 -0.3 -0.2 -0.22
C 3.004607 1.653719 3.952413 -0.2 -0.2 0.1 -0.14
C 3.534112 2.304551 5.189092 0.0 0.1 0.2 -0.61
C 1.855234 0.851522 3.987856 0.4 0.3 -0.2 -0.20
C 1.393718 0.227997 2.841482 -0.2 0.3 0.1 -0.29
C -1.983952 -2.508594 0.409129 -0.6 -0.4 0.1 -0.26
C -3.007870 -3.450234 0.465236 0.4 0.3 -0.5 -0.22
H -4.917456 -5.250312 0.368428 0.0 0.0 0.0 0.19
H -5.261112 -4.950563 -1.341562 0.1 0.0 0.1 0.19
H -4.111989 -6.206330 -0.884950 -0.2 -0.1 0.0 0.19
H -2.848757 -4.664733 -2.703773 0.1 0.1 0.0 0.18
H -1.013799 -2.989500 -2.837804 -0.2 0.0 0.4 0.20
H 0.629395 -1.588526 -1.588851 -0.4 0.1 0.5 0.19
H -0.580686 -0.251246 0.939589 0.4 -0.2 0.0 0.18
H 2.186336 -0.181687 -0.473019 -0.3 0.0 0.3 0.19
H 3.724188 1.381516 0.625655 -0.1 0.0 0.2 0.20
H 4.584318 2.437941 2.719039 -0.1 -0.1 0.0 0.18
H 2.886339 2.078020 6.042087 0.1 0.1 0.0 0.19
H 4.547887 1.957421 5.417947 0.0 0.0 0.1 0.19
H 3.579301 3.392201 5.071513 0.0 0.0 0.1 0.19
H 1.321491 0.739630 4.932017 0.1 -0.1 -0.1 0.18
H 0.509177 -0.412978 2.879024 0.3 0.2 0.0 0.20
H -1.728449 -1.945840 1.312058 -0.1 -0.2 -0.4 0.20
H -3.578737 -3.598271 1.381632 0.1 0.1 0.0 0.18
Cl -4.847924 3.556909 1.257598 -0.1 0.1 0.2 -0.75
Zn -3.032806 3.049583 2.205829 0.9 -0.3 -0.3 1.36
Cl -1.105086 2.468667 2.917211 -0.7 0.2 0.0 -0.69
C -1.543224 2.152129 -2.493379 0.6 0.4 0.2 -0.39
C -1.819059 0.774642 -2.576050 1.4 -0.1 -0.3 -0.26
C -0.580133 0.065203 -2.748391 -0.8 1.6 -1.6 -0.35
C 0.479949 1.044085 -2.800121 -1.4 -0.5 0.0 -0.03
C -0.122230 2.353061 -2.650367 -0.9 -0.2 0.0 -0.11
C 0.674599 3.500768 -2.795250 0.4 -0.1 0.0 -0.22
C 2.054111 3.355238 -2.964922 -0.6 0.4 0.2 -0.30
C 2.640909 2.077309 -2.983442 0.3 -0.6 -0.2 -0.30
C 1.862636 0.923257 -2.933372 0.4 0.5 -0.2 -0.23
H -2.241975 2.968967 -2.328295 -0.1 -0.2 0.0 0.18
H -2.806384 0.319325 -2.471170 0.3 0.1 -0.1 0.19
H -0.493601 -0.910304 -3.216050 -0.1 0.1 0.4 0.18
H 0.211211 4.493830 -2.802375 0.2 -0.2 0.1 0.18
H 2.683702 4.240308 -3.076468 -0.1 -0.2 0.1 0.17
H 3.729340 1.990111 -3.060914 -0.3 0.0 0.0 0.17
H 2.311295 -0.068799 -3.005241 0.1 0.2 0.0 0.18


60
Properties=species:S:1:pos:R:3:forces:R:3:mulliken_charge:R:1 method="wB97M-V/def2-TZVPD" orbital_gap_ev="6.2 / 6.4" relative_energy_kcal_mol=36.5 s_squared=6.01 max_force_ev_per_a=6.0 multiplicity=5 charge=+1 total_energy_ev=-128625.3661
C 4.079926 -0.169060 -3.301950 0.5 -0.6 0.2 -0.64
C 2.739344 0.194160 -3.122162 -0.9 -1.0 0.9 -0.11
C 1.724723 -0.845128 -2.942750 2.5 -0.9 -1.1 0.39
C 2.126393 -2.150775 -3.379453 1.7 0.2 0.2 0.66
C 3.489575 -2.487965 -3.695849 -0.3 1.8 1.0 -0.88
C 4.500027 -1.504277 -3.506663 -3.1 0.3 -0.6 -0.94
C 1.116496 -3.212694 -3.344994 -1.3 -0.3 5.1 -0.79
C -0.264422 -2.787914 -3.522012 -2.1 0.8 -0.8 0.45
C -0.570762 -1.442582 -3.092279 -2.0 -2.6 -1.1 0.51
C -1.939520 -1.047170 -3.321325 0.1 -0.4 0.0 -0.12
C -2.959525 -1.989526 -3.641987 1.4 -0.3 0.5 -0.81
C -2.611773 -3.341146 -3.857138 -0.5 1.1 -0.2 -0.81
C -1.285762 -3.706653 -3.907371 1.5 -0.1 0.0 -0.84
H 4.855931 0.613737 -3.201087 -0.6 -0.4 -0.3 0.38
H 3.765855 -3.502738 -3.967505 -0.2 0.1 0.0 0.43
H 5.516289 -1.738470 -3.643878 1.1 -0.2 -0.1 0.51
H 1.378342 -4.215010 -3.582168 0.3 -0.5 -0.8 0.73
H -4.016257 -1.689291 -3.611529 0.6 0.0 -0.3 0.41
H -3.396724 -4.061245 -4.042660 0.0 -0.1 -0.1 0.42
H -0.978442 -4.749883 -4.204378 -0.4 1.3 0.4 0.36
N 0.423681 -0.758032 -2.335547 0.5 0.1 -5.9 0.45
Pm 0.408981 -0.458464 -0.381005 0.5 1.7 4.8 0.50
C 2.396062 1.630535 -2.876156 -0.8 0.2 0.5 -0.93
H 1.460755 1.899572 -3.429908 0.8 0.0 0.4 0.31
H 3.212827 2.332152 -3.122316 -0.4 -0.4 0.0 0.59
C -2.337097 0.378664 -3.119328 0.6 0.6 0.7 -1.22
H -1.648164 1.087287 -3.617710 -0.2 -0.4 0.1 0.40
H -3.362928 0.624561 -3.440824 0.4 -0.3 0.1 0.59
P 1.989865 1.749696 -1.052798 0.3 0.6 -1.3 0.91
P -2.161529 0.718119 -1.295948 -0.6 0.8 -1.1 1.14
C -3.685106 -0.057219 -0.713214 -0.3 0.0 0.5 -1.58
H -3.815666 0.155669 0.347883 -0.1 0.0 0.0 0.42
H -4.547754 0.316047 -1.270870 0.1 0.0 0.1 0.43
H -3.632775 -1.137910 -0.827860 0.0 -0.1 -0.1 0.39
C -2.569294 2.508853 -1.319748 0.1 0.1 0.5 -1.07
H -3.558697 2.667920 -1.790348 0.5 -0.1 0.3 0.46
H -2.558542 2.875445 -0.282196 -0.2 0.0 -0.5 0.18
H -1.793974 3.050782 -1.885503 -0.3 -0.2 0.2 0.30
C 3.593358 1.433427 -0.282551 0.3 0.2 0.2 -1.35
H 4.343586 2.137828 -0.658862 0.0 -0.1 0.1 0.42
H 3.493595 1.530277 0.798007 0.0 0.1 0.1 0.36
H 3.930127 0.412157 -0.476553 0.0 0.1 -0.1 0.34
C 1.629292 3.497754 -0.856263 -0.1 0.3 0.4 -1.07
H 1.346933 3.667324 0.188867 0.1 0.2 -0.2 0.28
H 2.512526 4.087213 -1.134498 -0.3 0.0 0.1 0.44
H 0.760351 3.771000 -1.475169 0.4 -0.1 0.1 0.30
C -1.141474 -2.162767 0.640088 -2.9 -4.4 2.7 0.38
O -1.658444 -3.049948 1.161907 1.8 3.3 -2.0 -0.16
H 0.776749 -3.434329 -2.025675 1.8 0.5 -2.5 -0.05
Cl -1.161388 3.327816 1.840927 0.0 0.0 0.0 -0.26
C 0.044923 2.423275 2.714335 1.2 0.6 1.8 -0.01
C 0.516714 1.231004 2.221358 -0.7 -0.6 -1.6 -0.43
C 1.496248 0.561090 2.910850 -0.4 2.2 1.2 0.58
Cl 2.011640 -0.916661 2.138261 0.8 -1.0 0.2 -0.19
C 2.067847 1.096508 4.098078 -0.4 -0.2 -0.8 0.22
Cl 3.337101 0.293869 4.886937 0.5 -0.5 0.3 -0.19
C 1.604944 2.329572 4.612345 -0.6 -0.4 -0.9 0.11
Cl 2.274746 3.009179 6.043788 0.0 -0.2 -0.2 -0.17
C 0.573846 3.001342 3.925352 -0.3 -0.8 -1.0 -0.02
Cl -0.013859 4.499570 4.523238 0.0 -0.1 0.0 -0.16